The following is a DFT calculation (ωB97M-V with the def2-TZVPD basis set) of a 2-piece molecular cluster, C2H6N4O overall.

Results
HOMO	-8.1	eV
relative energy (zero: lowest compared OMol25 entry of this formula, charge and spin)	165.0	kcal/mol
Kohn-Sham gap	8.6	eV
calculated total energy	-10172.9079	eV
max |F|	7.22	eV Å⁻¹
charge	0

Each line ends with the Mulliken charge.
Element x y z (Å)
C 1.284173 0.854611 -0.393459  -0.044
C -0.918832 1.105883 0.420937  0.375
H 0.991365 -1.680732 1.268682  0.258
H -0.310551 -1.420400 0.312596  0.260
H 2.314543 -1.034410 -0.582826  0.214
H 1.901126 1.366270 -1.070476  0.381
H -1.231065 1.723093 1.218853  0.365
H -2.834376 -0.503076 -1.213482  0.408
N 0.573181 -0.931689 0.691918  -0.567
N 1.548215 -0.468234 -0.189358  -0.037
N 0.196495 1.535424 -0.070841  -0.551
N -1.887141 0.199696 0.301229  -0.510
O -1.627134 -0.746430 -0.693775  -0.551

Forces on atoms 1 to 6 (eV/Å):
C -2.370 0.110 -0.937
C -4.867 -2.073 2.578
H -0.105 0.827 -0.129
H 2.062 1.189 -0.259
H -0.800 0.766 0.283
H 1.399 0.609 -0.494

***

The following is a DFT calculation (ωB97M-V with the def2-TZVPD basis set) of one molecule with the formula C2H6N4O.

Results
HOMO	-9.3	eV
relative energy (zero: lowest compared OMol25 entry of this formula, charge and spin)	70.2	kcal/mol
Kohn-Sham gap	10.2	eV
calculated total energy	-10177.0161	eV
max |F|	3.90	eV Å⁻¹
SMILES	[H]/N=N/N(C)C(N)=O
charge	0

Each line ends with the Mulliken charge.
Element x y z (Å)
H 2.516031 1.472461 -0.426996  0.243
N 1.994128 0.572226 -0.166030  -0.799
N 0.757321 0.842716 -0.094467  -0.178
N -0.065374 -0.120612 0.140386  0.469
C 0.276966 -1.530461 0.141989  -0.776
C -1.641575 0.207664 0.061886  0.482
N -1.804517 1.522645 0.202746  -0.369
O -2.491017 -0.550396 -0.242591  -0.492
H 1.097794 -1.582672 0.799127  0.337
H -0.633860 -1.816252 0.730731  0.329
H 0.586960 -1.884397 -0.925642  0.247
H -0.908158 2.059042 0.500798  0.271
H -2.684402 2.076457 0.040196  0.237

Forces on atoms 1 to 6 (eV/Å):
H -1.284 -1.373 0.676
N -0.287 0.668 -0.566
N 1.602 1.761 -0.311
N -3.298 -0.457 -0.308
C -1.080 0.904 -0.576
C 2.786 1.945 -0.950

***

The following is a DFT calculation (ωB97M-V with the def2-TZVPD basis set) of one molecule with the formula C2H6N4O.

Results
HOMO	-8.3	eV
relative energy (zero: lowest compared OMol25 entry of this formula, charge and spin)	154.9	kcal/mol
Kohn-Sham gap	8.2	eV
calculated total energy	-10173.3447	eV
max |F|	2.77	eV Å⁻¹
SMILES	C/N=N/N=[N+](/C)[O-]
charge	0

Each line ends with the Mulliken charge.
Element x y z (Å)
C -2.394449 -0.063870 -0.156709  -0.591
N -1.181369 0.658824 -0.319942  0.144
N -0.525277 1.090927 0.637547  -0.034
N 0.713549 1.234563 0.642803  -0.594
N 1.291418 0.457621 -0.333954  0.588
C 2.242634 -0.507038 0.203943  -0.639
O 0.540514 0.107429 -1.300470  -0.500
H -2.184557 -1.115676 0.057308  0.266
H -2.983707 0.345362 0.667831  0.286
H -2.950458 0.005281 -1.089288  0.246
H 1.731392 -1.405884 0.560869  0.291
H 2.930352 -0.779327 -0.594153  0.247
H 2.769964 -0.028207 1.024214  0.290

Forces on atoms 1 to 6 (eV/Å):
C -0.639 -0.271 0.682
N 0.722 0.544 -1.446
N -2.600 -0.522 0.797
N 2.396 0.474 0.272
N -0.960 -0.278 -0.718
C 0.345 -0.131 -0.010

***

The following is a DFT calculation (ωB97M-V with the def2-TZVPD basis set) of one molecule with the formula C2H6N4O.

Results
HOMO	-7.8	eV
relative energy (zero: lowest compared OMol25 entry of this formula, charge and spin)	121.6	kcal/mol
Kohn-Sham gap	8.5	eV
calculated total energy	-10174.7886	eV
max |F|	4.70	eV Å⁻¹
SMILES	Nc1[nH]n(N)c1O
charge	0

Each line ends with the Mulliken charge.
Element x y z (Å)
N 0.747094 1.696296 -1.075537  -0.566
C 0.084306 0.590249 -0.495105  0.429
N -0.899272 0.581948 0.593550  -0.492
N -0.890163 -0.879807 0.514788  -0.043
N -0.337618 -1.311244 1.662656  -0.529
C 0.271354 -0.729031 -0.535046  0.028
O 0.857117 -1.674250 -1.288102  -0.486
H 0.338469 2.648130 -0.842145  0.289
H 0.639693 1.668688 -2.106871  0.283
H -1.822839 1.030248 0.556257  0.268
H 0.238882 -0.571428 1.958849  0.236
H -1.010723 -1.638775 2.458759  0.251
H 1.783700 -1.411025 -1.402053  0.333

Forces on atoms 1 to 6 (eV/Å):
N -1.326 1.517 -1.021
C -0.129 1.109 0.382
N 1.139 0.742 -0.733
N 0.163 -0.236 -2.515
N -0.864 -3.295 3.240
C -2.951 0.812 1.155